Formula: C33H55GeN2O9PbS2
Source: the OMol25 dataset
Level of theory: ωB97M-V with the def2-TZVPD basis set

Net charge   0
Frontier orbital gap (alpha / beta)   8.22 / 5.80 eV
Strongest force on any atom   3.12 eV/A
LUMO (alpha / beta)   0.3 / -2.2 eV
2S+1   2
E_HOMO (alpha / beta)   -7.964 / -7.971 eV
ΔE to the lowest compared entry with this formula, charge and spin   24.5 kcal per mole
<S²>   0.7560

Cartesian coordinates (Å):
Pb (-0.5809, 0.4863, 0.8432)
C (-1.3515, 3.0969, -2.7507)
C (-2.5335, 3.1112, -1.7662)
C (-2.9345, 4.5742, -1.5468)
C (-3.7288, 2.3467, -2.3525)
O (-2.1317, 2.5143, -0.5647)
Ge (-2.8716, 2.7810, 1.1475)
O (-2.9571, 0.7921, 1.3147)
C (-3.9925, 0.0907, 1.9595)
C (-3.8508, 0.2252, 3.4801)
C (-3.9148, -1.3834, 1.5504)
C (-5.3472, 0.6576, 1.5047)
O (-1.0924, 2.5435, 1.9910)
C (-0.3096, 3.5399, 2.6100)
C (0.6294, 2.8794, 3.6239)
C (0.5100, 4.2932, 1.5594)
C (-1.2310, 4.5220, 3.3484)
H (-1.5216, 3.7935, -3.5702)
H (-1.2121, 2.1043, -3.1739)
H (-0.4440, 3.3890, -2.2251)
H (-3.1992, 5.0382, -2.4941)
H (-2.0980, 5.1098, -1.1028)
H (-3.7854, 4.6279, -0.8694)
H (-4.0505, 2.7905, -3.2918)
H (-4.5516, 2.3684, -1.6395)
H (-3.4468, 1.3117, -2.5220)
H (-2.8960, -0.1875, 3.7970)
H (-4.6539, -0.2994, 3.9914)
H (-3.8767, 1.2798, 3.7489)
H (-2.9648, -1.8018, 1.8673)
H (-3.9774, -1.4526, 0.4666)
H (-4.7313, -1.9459, 1.9978)
H (-5.4470, 1.6893, 1.8386)
H (-6.1692, 0.0696, 1.9070)
H (-5.3889, 0.6402, 0.4176)
H (1.2740, 2.1620, 3.1202)
H (0.0581, 2.3475, 4.3823)
H (1.2437, 3.6348, 4.1059)
H (1.1496, 3.6002, 1.0181)
H (1.1243, 5.0566, 2.0304)
H (-0.1622, 4.7655, 0.8450)
H (-1.9356, 3.9707, 3.9693)
H (-1.7928, 5.1139, 2.6270)
H (-0.6487, 5.1886, 3.9789)
C (1.9766, -6.1409, -0.0213)
C (2.1626, -4.7733, 0.5650)
C (2.6891, -4.5951, 1.8384)
C (2.8664, -3.3235, 2.3576)
C (2.5187, -2.2263, 1.5957)
C (1.9847, -2.3796, 0.3311)
C (1.8096, -3.6510, -0.1792)
S (2.7085, -0.5664, 2.2472)
O (3.2356, 0.2691, 1.1981)
O (3.4632, -0.6372, 3.4680)
N (1.1544, -0.0927, 2.5645)
C (0.6294, -0.7289, 3.6617)
C (-0.1427, -2.1218, 3.1039)
O (0.0823, -3.0838, 3.7882)
O (-0.8016, -1.9051, 2.0968)
H (2.4339, -6.9010, 0.6076)
H (2.4270, -6.1893, -1.0128)
H (0.9148, -6.3662, -0.1257)
H (2.9515, -5.4577, 2.4329)
H (3.2790, -3.1786, 3.3423)
H (1.7021, -1.5080, -0.2351)
H (1.3828, -3.7777, -1.1622)
H (-0.2089, -0.1901, 4.1042)
H (1.3734, -1.0559, 4.3928)
C (-2.7007, -3.8780, -2.5115)
N (-1.8731, -3.1640, -1.5647)
C (-1.7438, -3.7840, -0.2619)
C (-1.3307, -1.9662, -1.8286)
C (-1.6833, -1.3529, -3.1647)
O (-0.5569, -1.4006, -1.0551)
H (-2.7405, -4.9214, -2.2050)
H (-2.2798, -3.8232, -3.5144)
H (-3.7184, -3.4791, -2.5422)
H (-1.2418, -4.7503, -0.3533)
H (-2.7377, -3.9350, 0.1643)
H (-1.1712, -3.1346, 0.4012)
H (-2.7581, -1.2910, -3.2970)
H (-1.2630, -1.9369, -3.9788)
H (-1.2598, -0.3550, -3.2076)
C (7.2973, 0.2127, -4.0378)
C (6.0886, 0.3615, -3.1608)
C (5.3749, -0.7444, -2.7132)
C (4.2180, -0.5900, -1.9654)
C (3.7655, 0.6809, -1.6648)
C (4.5008, 1.7887, -2.0373)
C (5.6514, 1.6302, -2.7876)
S (2.1305, 0.9338, -0.8956)
C (1.2934, 0.7835, -2.5540)
O (2.0398, 2.3667, -0.6007)
H (7.4310, -0.8188, -4.3547)
H (8.1955, 0.5304, -3.5102)
H (7.1975, 0.8418, -4.9214)
H (5.7120, -1.7368, -2.9760)
H (3.6602, -1.4551, -1.6397)
H (4.1363, 2.7668, -1.7595)
H (6.2040, 2.5021, -3.1116)
H (1.6520, 1.5484, -3.2313)
H (0.2413, 0.9226, -2.3413)
H (1.4707, -0.2101, -2.9466)

These are the Löwdin partial charges, in e, on atoms 1 to 99:
1 Pb 1.61
2 C -0.02
3 C -0.72
4 C -0.06
5 C -0.03
6 O -0.40
7 Ge 1.04
8 O -0.48
9 C -0.72
10 C -0.02
11 C -0.03
12 C -0.06
13 O -0.49
14 C -0.71
15 C -0.03
16 C -0.02
17 C -0.06
18 H 0.09
19 H 0.06
20 H 0.09
21 H 0.08
22 H 0.08
23 H 0.06
24 H 0.09
25 H 0.08
26 H 0.07
27 H 0.08
28 H 0.09
29 H 0.08
30 H 0.05
31 H 0.08
32 H 0.09
33 H 0.05
34 H 0.09
35 H 0.08
36 H 0.06
37 H 0.08
38 H 0.09
39 H 0.05
40 H 0.09
41 H 0.08
42 H 0.08
43 H 0.06
44 H 0.09
45 C -0.04
46 C -0.26
47 C -0.02
48 C -0.04
49 C -0.26
50 C -0.08
51 C -0.03
52 S 0.63
53 O -0.37
54 O -0.28
55 N -0.23
56 C -0.18
57 C -0.63
58 O 0.14
59 O -0.08
60 H 0.08
61 H 0.08
62 H 0.07
63 H 0.12
64 H 0.12
65 H 0.05
66 H 0.12
67 H 0.12
68 H 0.12
69 C -0.05
70 N -0.14
71 C -0.03
72 C -0.48
73 C 0.02
74 O -0.13
75 H 0.09
76 H 0.09
77 H 0.10
78 H 0.09
79 H 0.10
80 H 0.06
81 H 0.09
82 H 0.09
83 H 0.06
84 C -0.05
85 C -0.28
86 C -0.03
87 C -0.07
88 C -0.36
89 C -0.06
90 C -0.03
91 S 0.82
92 C -0.20
93 O -0.50
94 H 0.07
95 H 0.08
96 H 0.08
97 H 0.11
98 H 0.10
99 H 0.11

---

Formula: C33H57AsBGaN6S3Si2
Source: the OMol25 dataset
Level of theory: ωB97M-V with the def2-TZVPD basis set

Net charge   +2
Frontier orbital gap (alpha / beta)   6.49 / 5.79 eV
Strongest force on any atom   1.83 eV/A
LUMO (alpha / beta)   -6.5 / -7.6 eV
E_HOMO (alpha / beta)   -12.951 / -13.377 eV
ΔE to the lowest compared entry with this formula, charge and spin   26.8 kcal per mole

Cartesian coordinates (Å):
Ga (1.8468, 0.9520, -0.0218)
C (2.4848, -2.9777, -3.2982)
C (1.2384, -2.6730, -2.5313)
C (0.1281, -3.4450, -2.6428)
C (-1.0086, -3.1811, -1.8438)
N (-1.0404, -2.1492, -1.0375)
N (0.0280, -1.3341, -0.9470)
B (-0.0841, -0.1042, 0.0414)
N (-0.2402, -0.5255, 1.5486)
N (-1.4045, -1.1218, 1.8485)
C (-1.7020, -1.3892, 3.0928)
C (-0.8390, -0.9930, 4.1421)
C (0.3747, -0.4487, 3.8602)
C (1.3342, -0.0601, 4.9379)
C (0.6968, -0.2568, 2.4853)
S (2.2933, 0.2956, 2.1522)
C (-2.9854, -2.1164, 3.4500)
C (-2.6338, -3.2935, 4.3764)
C (-3.9134, -1.1329, 4.1796)
C (-3.6728, -2.6798, 2.2144)
N (-1.1622, 0.9833, -0.3682)
N (-2.4315, 0.5814, -0.4663)
C (-3.3687, 1.4160, -0.8530)
C (-3.0334, 2.7087, -1.3034)
C (-1.7588, 3.1660, -1.1552)
C (-1.3767, 4.5598, -1.5405)
C (-0.8100, 2.2750, -0.5905)
S (0.7094, 2.9676, -0.1647)
C (-4.8201, 0.9697, -0.7670)
C (-5.0951, 0.6035, 0.6997)
C (-5.7914, 2.0736, -1.1893)
C (-5.0209, -0.2506, -1.6646)
C (1.1683, -1.5684, -1.6370)
S (2.6136, -0.6335, -1.5387)
C (-2.1487, -4.1819, -1.9307)
C (-1.5846, -5.5611, -1.5378)
C (-3.2899, -3.8540, -0.9854)
C (-2.6773, -4.2133, -3.3736)
H (2.3199, -3.8196, -3.9661)
H (3.3002, -3.2273, -2.6158)
H (2.8090, -2.1163, -3.8842)
H (0.1301, -4.2818, -3.3265)
H (-1.1269, -1.1451, 5.1728)
H (0.9089, -0.2655, 5.9172)
H (1.5762, 1.0022, 4.8714)
H (2.2704, -0.6123, 4.8393)
H (-2.2330, -2.9682, 5.3369)
H (-1.9033, -3.9536, 3.9042)
H (-3.5341, -3.8746, 4.5754)
H (-3.4546, -0.7344, 5.0857)
H (-4.8304, -1.6457, 4.4696)
H (-4.1800, -0.2958, 3.5311)
H (-3.0723, -3.4936, 1.8151)
H (-3.7903, -1.9294, 1.4381)
H (-4.6523, -3.0742, 2.4840)
H (-3.7822, 3.3513, -1.7412)
H (-2.2263, 5.0777, -1.9783)
H (-0.5541, 4.5469, -2.2576)
H (-1.0333, 5.1220, -0.6702)
H (-5.0059, 1.4830, 1.3417)
H (-4.3864, -0.1465, 1.0418)
H (-6.1073, 0.2104, 0.7978)
H (-5.6769, 2.9707, -0.5777)
H (-6.8095, 1.7114, -1.0519)
H (-5.6780, 2.3337, -2.2434)
H (-4.3215, -1.0237, -1.3706)
H (-4.8503, 0.0006, -2.7136)
H (-6.0386, -0.6275, -1.5617)
H (-1.1718, -5.5310, -0.5276)
H (-0.8067, -5.9089, -2.2182)
H (-2.3897, -6.2956, -1.5532)
H (-2.9355, -3.8196, 0.0381)
H (-4.0619, -4.6186, -1.0679)
H (-3.7287, -2.8949, -1.2279)
H (-1.9234, -4.5426, -4.0895)
H (-3.0349, -3.2263, -3.6734)
H (-3.5135, -4.9095, -3.4322)
C (6.9349, 1.4872, 1.4704)
Si (5.6339, 2.8413, 1.5299)
C (6.1704, 4.5865, 1.0832)
C (4.6061, 2.8112, 3.1016)
As (4.1566, 2.2344, -0.3225)
Si (5.0155, 2.8459, -2.5216)
C (4.0330, 1.8658, -3.7856)
C (4.6408, 4.6853, -2.6179)
C (6.8396, 2.4007, -2.5135)
H (7.6710, 1.6110, 2.2677)
H (7.4668, 1.4791, 0.5183)
H (6.4577, 0.5146, 1.6043)
H (6.7759, 5.0254, 1.8789)
H (5.2911, 5.2191, 0.9491)
H (6.7569, 4.6129, 0.1636)
H (5.1246, 3.3472, 3.8994)
H (4.4316, 1.7906, 3.4427)
H (3.6376, 3.2910, 2.9504)
H (2.9648, 2.0742, -3.7023)
H (4.1833, 0.7941, -3.6574)
H (4.3501, 2.1304, -4.7969)
H (3.5641, 4.8570, -2.5701)
H (5.0059, 5.1021, -3.5592)
H (5.1106, 5.2365, -1.8022)
H (6.9761, 1.3323, -2.3384)
H (7.3869, 2.9492, -1.7454)
H (7.2905, 2.6402, -3.4791)

These are the Löwdin partial charges, in e, on atoms 1 to 99:
1 Ga -0.27
2 C -0.06
3 C -0.24
4 C 0.08
5 C -0.18
6 N 0.20
7 N 0.03
8 B -0.50
9 N 0.02
10 N 0.20
11 C -0.18
12 C 0.08
13 C -0.23
14 C -0.05
15 C -0.52
16 S 0.80
17 C -0.54
18 C -0.03
19 C -0.02
20 C -0.05
21 N 0.03
22 N 0.20
23 C -0.17
24 C 0.09
25 C -0.24
26 C -0.06
27 C -0.54
28 S 0.80
29 C -0.54
30 C -0.03
31 C -0.05
32 C -0.03
33 C -0.52
34 S 0.80
35 C -0.54
36 C -0.03
37 C -0.04
38 C -0.02
39 H 0.10
40 H 0.09
41 H 0.08
42 H 0.13
43 H 0.13
44 H 0.09
45 H 0.09
46 H 0.09
47 H 0.08
48 H 0.10
49 H 0.10
50 H 0.09
51 H 0.10
52 H 0.08
53 H 0.07
54 H 0.05
55 H 0.11
56 H 0.13
57 H 0.09
58 H 0.09
59 H 0.09
60 H 0.10
61 H 0.04
62 H 0.10
63 H 0.09
64 H 0.10
65 H 0.09
66 H 0.05
67 H 0.10
68 H 0.10
69 H 0.10
70 H 0.08
71 H 0.10
72 H 0.05
73 H 0.11
74 H 0.06
75 H 0.08
76 H 0.09
77 H 0.10
78 C -0.21
79 Si 0.35
80 C -0.22
81 C -0.23
82 As 0.90
83 Si 0.33
84 C -0.23
85 C -0.21
86 C -0.21
87 H 0.04
88 H 0.02
89 H 0.03
90 H 0.04
91 H 0.03
92 H 0.02
93 H 0.04
94 H 0.00
95 H 0.03
96 H 0.03
97 H 0.00
98 H 0.04
99 H 0.03